Computed, not measured: a molecular structure, C34H40AsBiN5S, with ωB97M-V/def2-TZVPD.

Each line ends with the Löwdin charge.
Atoms and positions in Å:
H (0.8903, -0.8494, -1.8446)  0.0980
H (1.0886, 7.4203, -1.2549)  0.0865
C (0.6046, -5.9637, 0.2114)  -0.0777
C (-3.2512, -2.7183, 1.7164)  -0.2480
C (0.3775, 7.1551, -0.4690)  -0.0412
C (1.7255, 3.8041, 0.7364)  -0.2871
C (2.6326, 1.0578, -1.6559)  -0.2722
H (5.9963, -0.1179, -3.6259)  0.0822
C (0.1143, -2.9963, 1.4933)  -0.7853
H (2.4212, 5.8227, 0.7283)  0.1230
C (3.5571, -0.1889, 0.2205)  -0.2880
H (-2.5407, 3.2856, -0.7776)  0.0832
H (-3.2987, -4.1469, 0.1677)  0.0961
As (1.0743, 1.0569, 0.8611)  1.2483
H (-3.1405, -4.8488, 1.7621)  0.0984
H (-1.5232, 2.0118, -1.4366)  0.0782
N (1.1035, -3.6041, 0.8313)  0.0101
C (-2.9420, -1.0839, -2.1139)  -0.0789
H (-4.3498, 1.5243, 2.5946)  0.1201
N (-3.8552, -0.4473, 2.2371)  -0.0456
H (0.0442, -4.1718, -0.8546)  0.1035
C (2.5480, 0.6185, -0.3265)  -0.3125
C (-2.3519, -0.6120, -0.9490)  -0.0948
H (3.7966, 0.4395, 2.2631)  0.0750
C (2.9832, 3.3451, 1.4473)  -0.0678
N (-0.3671, -0.0579, 0.3867)  -0.4998
N (-1.1229, -3.1788, 1.0820)  0.0255
H (-5.7790, -3.1463, 2.7245)  0.1181
H (3.7338, 0.9256, -3.4751)  0.1237
H (5.3472, -1.7388, -3.3877)  0.0878
Bi (-1.1949, -0.2651, 2.3379)  1.4559
H (3.5360, 2.6043, 0.8707)  0.0631
H (2.0113, 3.0776, -2.0575)  0.0960
H (5.3438, -1.2917, -0.2015)  0.1180
H (-0.2116, -5.9604, 0.9384)  0.0674
H (-2.6175, -1.7935, -4.1190)  0.1037
C (-0.5675, 4.8129, -0.4326)  -0.0126
H (-4.0238, -1.1585, -2.1731)  0.1067
H (-7.3558, -1.3922, 3.4923)  0.1229
H (3.6524, 4.1875, 1.6216)  0.0833
H (2.0200, -3.5373, 1.2353)  0.1219
H (2.7479, 2.9035, 2.4204)  0.0758
C (-5.9864, 0.2081, 3.0790)  -0.0320
C (4.6289, -0.2990, -1.9632)  -0.2502
H (0.3132, -6.6006, -0.6275)  0.0791
H (1.4885, -6.4019, 0.6826)  0.0768
H (4.5133, -1.1262, 1.9025)  0.0810
H (-1.4782, 5.2060, -0.8767)  0.1170
C (-0.9623, -0.4954, -0.8322)  -0.3941
C (-4.2428, -1.7299, 2.2359)  -0.2284
H (0.6169, 7.7641, 0.4043)  0.0836
C (4.5678, -0.6536, -0.6181)  -0.0093
N (-2.0267, -2.3451, 1.6666)  -0.1641
C (5.7043, -0.8457, -2.8661)  -0.0408
C (-0.4936, 3.4451, -0.1778)  -0.2795
C (3.6546, -0.4869, 1.7009)  -0.0876
H (2.7651, -0.9732, 2.0997)  -0.0263
C (3.6735, 0.5869, -2.4446)  -0.0107
H (1.6738, 1.9414, -3.3669)  0.0889
H (-2.9847, -0.2912, -0.1278)  0.0731
H (0.6679, 1.9592, -1.9220)  0.0438
C (1.6861, 2.0589, -2.2824)  -0.0328
S (0.5764, -2.0544, 2.9158)  0.5306
H (-0.6205, 7.4255, -0.8137)  0.0760
H (-4.7213, -4.2224, 1.2308)  0.0746
C (-0.7793, -1.3233, -3.1001)  -0.0710
H (6.5906, -1.1285, -2.2974)  0.0791
C (-5.4959, -2.1033, 2.6892)  0.0095
H (-0.1484, -1.5942, -3.9399)  0.1085
C (-3.6467, -4.0627, 1.1998)  0.0009
H (-6.6516, 1.0044, 3.3889)  0.1186
C (0.8808, -4.5472, -0.2732)  -0.2243
H (1.7689, -4.5124, -0.9019)  0.1181
C (-1.7032, 2.6263, -0.5530)  -0.0505
C (0.4699, 5.6848, -0.1462)  -0.2557
H (-2.0157, 1.9554, 0.2454)  0.0358
C (1.6043, 5.1578, 0.4587)  -0.0143
C (-2.1594, -1.4368, -3.2053)  -0.0889
C (-4.7071, 0.4983, 2.6375)  -0.1169
C (-0.1848, -0.8748, -1.9269)  -0.0403
C (-6.3743, -1.1189, 3.1238)  -0.0237
C (0.6814, 2.9220, 0.3763)  -0.3147

Force components x, y, z for each atom (eV/Å):
H 0.13 0.06 -0.02
H -0.03 -0.01 0.03
C -0.01 -0.02 0.08
C -0.25 0.07 -0.06
C 0.02 -0.11 0.02
C -0.01 -0.10 0.08
C -0.15 0.17 -0.10
H -0.03 -0.04 0.07
C -0.19 -0.10 -0.12
H -0.06 -0.06 -0.02
C 0.21 -0.08 -0.03
H 0.02 0.01 -0.02
H 0.00 0.01 0.02
As -0.34 0.35 -0.05
H 0.00 0.02 0.01
H 0.01 -0.05 0.01
N -0.19 -0.19 -0.02
C 0.01 -0.01 0.03
H 0.00 -0.12 0.03
N -0.08 0.11 -0.03
H -0.06 0.09 -0.05
C -0.10 -0.13 0.00
C 0.05 0.14 0.03
H -0.01 -0.01 0.00
C -0.14 0.01 -0.05
N -0.29 0.08 -0.31
N 0.24 0.20 0.13
H -0.02 0.06 -0.03
H 0.01 -0.04 0.05
H 0.01 0.06 0.03
Bi 0.30 -0.33 -0.16
H 0.05 -0.03 -0.04
H -0.03 -0.02 0.00
H -0.07 0.07 -0.04
H 0.06 -0.02 -0.08
H 0.03 0.02 0.03
C -0.06 0.06 -0.03
H 0.10 0.02 0.02
H 0.06 0.01 -0.03
H -0.07 -0.02 0.00
H 0.14 0.02 0.01
H 0.00 -0.01 -0.02
C -0.07 0.05 0.04
C 0.05 -0.02 0.10
H 0.05 0.06 0.07
H -0.10 0.04 -0.03
H 0.01 -0.01 -0.02
H 0.07 -0.02 0.03
C 0.04 0.00 0.24
C 0.21 -0.03 -0.12
H -0.01 -0.02 -0.02
C 0.05 0.00 -0.02
N 0.13 0.03 0.13
C -0.05 0.01 0.03
C -0.02 0.04 0.08
C -0.02 -0.03 -0.18
H 0.05 0.03 -0.05
C 0.09 -0.04 -0.14
H 0.04 -0.03 0.04
H 0.00 -0.02 -0.01
H -0.03 -0.09 -0.07
C 0.10 -0.22 -0.07
S -0.11 -0.12 0.02
H 0.03 -0.02 0.02
H 0.05 0.02 0.00
C 0.02 0.03 0.02
H -0.03 0.02 -0.03
C -0.16 -0.08 0.06
H -0.03 -0.01 0.07
C -0.12 0.07 0.03
H 0.06 -0.07 -0.03
C 0.02 0.11 0.19
H 0.02 0.01 -0.02
C 0.07 0.05 -0.02
C 0.02 0.11 -0.02
H 0.00 -0.03 0.02
C 0.02 0.09 -0.04
C 0.03 0.02 0.08
C 0.22 -0.07 -0.06
C 0.00 -0.09 0.06
C -0.05 -0.11 0.00
C 0.11 0.18 0.21

- Kohn-Sham gap: 7.042 eV
- 2S+1: 1
- Total charge: +1
- Energy relative to the best compared isomer or geometry (same formula, charge and spin): 8.0 kJ/mol
- HOMO level: -10.5 eV